ORCA calculation (wB97M-V/def2-TZVPD) on 2 unconnected molecules or ions with the total composition C5H15NO in a non-equilibrium geometry.

Bonds (Å) are listed after each position.
Cartesian coordinates (Å):
1 C -2.5483 -0.6974 0.9714  C2 1.572, H7 1.131, H8 1.133, H9 1.199
2 C -1.2539 -0.5386 0.0936  C1 1.572, C3 1.521, H10 1.058, H11 1.120
3 C 0.0063 -1.1067 0.7282  C2 1.521, N4 1.526, H12 1.035, H13 1.074
4 N 0.3662 -0.3290 1.9906  C3 1.526, C5 1.441, C6 1.570
5 C 0.6799 1.0609 1.7740  N4 1.441, H14 1.100, H15 1.175, H16 1.065
6 C 1.6129 -1.0418 2.6256  N4 1.570, H17 1.148, H18 1.053, H19 1.005
7 H -2.3789 -0.4898 2.0707  C1 1.131
8 H -3.0719 -1.6883 1.1351  C1 1.133
9 H -3.4876 -0.0553 0.5943  C1 1.199
10 H -1.5511 -1.0446 -0.7869  C2 1.058
11 H -1.1411 0.5594 -0.0937  C2 1.120
12 H -0.2712 -1.9409 1.2743  C3 1.035
13 H 0.7636 -1.2703 -0.0160  C3 1.074
14 H 1.1936 1.3804 2.6928  C5 1.100
15 H 1.4431 1.3479 0.9277  C5 1.175
16 H -0.1306 1.7234 1.5783  C5 1.065
17 H 1.1703 -1.9989 3.0807  C6 1.148
18 H 2.0460 -0.4034 3.3429  C6 1.053
19 H 2.3595 -1.1932 1.9703  C6 1.005
20 O 0.9931 2.1856 -6.9622  H21 0.940, H22 0.963
21 H 1.4710 1.5080 -6.5193  O20 0.940
22 H 0.0948 2.3255 -6.6444  O20 0.963

Relative energy (zero: lowest compared OMol25 entry of this formula, charge and spin): 253.7 kJ/mol
Energy: -329.410963 a.u.
Structure (SMILES): CCCN(C)C.O

Calculated atomic charges, method Mulliken, unit e: -1.146, -0.374, -0.715, -0.058, -0.929, -1.086, 0.306, 0.332, 0.281, 0.353, 0.259, 0.460, 0.323, 0.344, 0.255, 0.304, 0.257, 0.392, 0.442, -0.639, 0.316, 0.323